Below is an isolated molecule of C9H8O4 in a non-equilibrium geometry, with properties calculated with ωB97M-V/def2-TZVPD.

The geometry in XYZ format:
```
21
Properties=species:S:1:pos:R:3:nbo_charge:R:1
C -2.94339 -0.38116 0.03661 0.772
C -1.50375 0.04036 0.00034 -0.179
C -1.16322 1.40689 0.02525 -0.205
C 0.18032 1.73589 0.03190 -0.236
C 1.20450 0.81412 0.01487 0.225
C 3.30781 0.19123 0.44632 -0.111
C 3.04085 -1.02994 -0.43912 -0.104
C 0.85604 -0.56251 -0.00215 0.287
C -0.46650 -0.92443 0.04483 -0.221
H -3.44390 1.37613 -0.60498 0.480
H -1.90729 2.20729 -0.03519 0.204
H 0.46522 2.77628 0.04886 0.225
H 3.15490 -0.06892 1.54704 0.194
H 4.36031 0.54132 0.32356 0.210
H 3.00581 -0.73837 -1.52812 0.188
H 3.79529 -1.79038 -0.25627 0.205
H -0.69786 -1.98108 0.00898 0.249
O -3.87494 0.55006 -0.30160 -0.669
O -3.32662 -1.47087 0.38426 -0.561
O 2.46134 1.21966 -0.01235 -0.467
O 1.76417 -1.55698 -0.12743 -0.487
```

Kohn-Sham gap, eV: 9.41
DFT total energy, eV: -17652.2805
Energy above the lowest of the compared OMol25 structures with the same formula, charge and spin, kJ/mol: 30.58
Net charge: 0